C33H48N6O5PSTa | wB97M-V/def2-TZVPD

- orbital gap (eV) = 7.2
- net charge = +2
- E_LUMO (eV) = -5.76
- highest occupied orbital energy (eV) = -12.9
- ΔE to the lowest compared entry with this formula, charge and spin (eV) = 0.000

Geometry as XYZ:
```
95
Properties=species:S:1:pos:R:3:forces:R:3:mulliken_charge:R:1
Ta -0.240397 1.317025 -0.403492 -2.0 -3.4 -3.8 0.26
O -1.557097 1.500059 3.510222 0.0 0.0 -0.1 -0.57
C -0.701178 2.107045 2.938193 -0.2 0.0 0.2 -0.12
N -0.259965 1.820201 1.635391 0.2 0.3 0.2 1.23
S 0.935551 2.804283 1.171896 0.7 1.1 1.8 1.66
O 2.057870 1.973769 0.791620 0.3 0.2 0.1 -0.52
O 0.356524 3.405901 -0.064784 0.0 0.3 -0.2 -0.73
C 1.022006 3.804433 2.595578 -0.2 -0.1 -0.1 0.66
C 1.802986 4.904924 2.886374 0.1 0.0 -0.1 -0.91
C 1.608828 5.486900 4.133142 0.0 0.0 0.0 -0.67
C 0.673549 4.974470 5.028197 0.0 0.0 0.0 -0.54
C -0.102556 3.864335 4.709166 0.0 0.0 0.0 -0.71
C 0.074586 3.276115 3.473420 0.0 0.1 0.0 -0.05
H 2.526295 5.295860 2.184315 0.0 0.0 0.0 0.55
H 2.195625 6.354090 4.402403 0.0 0.0 0.0 0.45
H 0.544755 5.454791 5.988569 0.0 0.0 0.0 0.46
H -0.836141 3.461004 5.394334 0.0 0.0 0.0 0.57
O 0.794617 1.408727 -2.232562 -0.1 0.2 0.8 -1.30
C 1.608369 1.034895 -3.111929 0.0 -0.1 -0.3 0.24
C 1.825413 1.836174 -4.339853 -0.1 0.1 0.0 -0.98
C 3.002841 2.781430 -3.944417 0.1 0.0 0.0 -0.49
C 4.228811 2.126702 -3.275507 -0.1 0.0 0.1 -1.03
C 4.009786 1.625117 -1.829955 0.0 -0.1 -0.1 -0.13
C 3.399125 0.214676 -1.744273 0.1 0.2 0.1 0.11
N 2.473048 0.035178 -2.887439 -0.1 -0.1 0.0 -0.08
H 0.946080 2.414924 -4.610983 0.0 0.0 0.0 0.33
H 2.121849 1.200272 -5.174808 0.0 0.0 0.0 0.47
H 2.611251 3.555096 -3.279985 0.0 0.0 0.0 0.26
H 3.324421 3.278506 -4.858979 0.0 0.0 0.0 0.48
H 5.008767 2.886991 -3.248109 0.0 0.0 0.0 0.42
H 4.622282 1.321019 -3.904762 0.0 0.0 0.0 0.30
H 3.353092 2.330179 -1.315949 0.0 0.0 0.0 -0.14
H 4.955660 1.628171 -1.288181 0.0 0.0 0.0 0.62
H 2.874991 0.059333 -0.802982 0.0 0.0 0.0 -0.86
H 4.163826 -0.553158 -1.842005 0.0 0.0 0.0 0.67
H 2.970157 -0.228535 -3.726764 0.0 0.1 0.0 0.47
O 0.336844 -0.553264 -0.054411 -0.4 0.8 0.0 0.54
P 0.228812 -1.975017 0.600704 0.2 -0.5 0.2 -1.29
N 0.509238 -3.095703 -0.538303 -0.1 0.2 0.0 0.42
C 1.680517 -3.924177 -0.862678 0.0 -0.1 0.0 -0.27
C 1.085684 -4.979725 -1.785392 -0.1 0.1 0.0 -0.83
C 0.072478 -4.188035 -2.613673 0.0 0.0 0.1 -0.76
C -0.505227 -3.170178 -1.623989 0.0 -0.1 0.0 0.14
N -1.263377 -2.124259 1.198099 0.1 0.0 -0.1 0.84
C -1.633419 -3.381137 1.892463 -0.1 -0.1 0.1 -0.52
C -3.153154 -3.405771 1.772442 0.0 0.1 0.0 -0.77
C -3.512958 -1.922598 1.859121 0.1 -0.1 -0.1 -0.77
C -2.443857 -1.257661 0.996563 0.0 0.0 0.0 0.89
N 1.272485 -2.171429 1.839224 -0.1 0.2 -0.2 0.12
C 1.000201 -1.391681 3.076163 0.0 0.0 0.1 -0.64
C 2.287325 -0.613393 3.303264 0.0 -0.1 0.0 -0.04
C 3.351748 -1.632228 2.897338 -0.1 0.1 0.0 -0.93
C 2.739896 -2.352145 1.688035 0.0 0.0 0.0 -0.29
H 2.112053 -4.355532 0.034647 0.0 0.0 0.0 0.19
H 2.447326 -3.342161 -1.385261 0.0 0.0 0.0 0.23
H 0.575222 -5.736628 -1.188044 0.0 0.0 0.0 0.30
H 1.841660 -5.470404 -2.394404 0.0 0.0 0.0 0.44
H -0.704894 -4.824872 -3.029607 0.0 0.0 -0.1 0.41
H 0.571821 -3.679494 -3.439203 0.0 0.0 0.0 0.32
H -1.457450 -3.508557 -1.208757 0.0 0.0 0.0 0.20
H -0.661503 -2.192212 -2.085114 0.0 0.0 0.0 -0.36
H -1.326363 -3.334960 2.940327 0.0 0.0 0.0 0.32
H -1.147114 -4.241230 1.430354 0.0 0.0 0.0 0.36
H -3.616614 -4.006630 2.551401 0.0 0.0 0.0 0.45
H -3.446971 -3.807672 0.800537 0.0 0.0 0.0 0.25
H -3.424005 -1.576127 2.890322 0.0 0.0 0.0 0.34
H -4.514133 -1.695495 1.498753 0.0 0.0 0.0 0.49
H -2.245768 -0.234525 1.322371 0.0 0.0 0.0 -0.48
H -2.740936 -1.245128 -0.054209 0.0 0.0 0.0 -0.53
H 0.822519 -2.083515 3.902571 0.0 0.0 0.0 0.38
H 0.114411 -0.767405 2.962900 0.0 0.0 0.0 0.23
H 2.393682 -0.282887 4.335270 0.0 0.0 0.0 0.53
H 2.326202 0.258247 2.646106 0.0 0.0 0.0 -0.32
H 3.505130 -2.343539 3.709072 0.0 0.0 0.0 0.36
H 4.312347 -1.181786 2.656684 0.0 0.0 0.0 0.42
H 2.994022 -3.409255 1.691688 0.0 0.0 0.0 0.22
H 3.087933 -1.915521 0.748302 0.0 0.0 0.0 0.18
C -2.640735 -0.559118 -3.318446 -0.2 0.0 0.0 -1.10
C -3.641287 0.136581 -2.431380 0.3 0.0 0.0 0.85
C -5.001257 -0.022958 -2.652276 -0.1 0.0 0.0 -0.84
C -5.933561 0.641232 -1.873621 0.0 0.0 0.0 -0.85
C -5.511016 1.502365 -0.870770 0.0 0.0 -0.1 -1.05
C -4.163412 1.694043 -0.616799 0.3 0.0 0.1 1.25
C -3.714516 2.627992 0.471958 0.0 -0.1 0.0 -1.17
C -3.224405 0.978756 -1.388423 -0.6 -0.2 -0.2 0.69
N -1.881419 1.085764 -1.067188 1.7 1.0 1.3 0.22
H -2.809228 -0.275461 -4.357892 0.0 0.0 0.0 0.58
H -2.749801 -1.643792 -3.259388 0.0 0.0 0.0 0.34
H -1.621240 -0.289186 -3.047364 0.0 0.0 -0.1 -0.37
H -5.330892 -0.672385 -3.454202 0.0 0.0 0.0 0.49
H -6.990468 0.502005 -2.056031 0.0 0.0 0.0 0.45
H -6.240546 2.040426 -0.278798 0.0 0.0 0.0 0.46
H -4.522159 3.305047 0.743084 0.0 0.0 0.0 0.55
H -2.861738 3.230271 0.149492 0.0 0.0 0.0 0.19
H -3.429759 2.073206 1.371261 0.1 0.0 0.0 0.17
```
Positions in Å, forces in eV/Å.